C4H4N2 | wB97M-V/def2-TZVPD

Atoms and positions in Å:
C  -1.77511  -0.43713  0.09105
C  1.75603  -0.32490  -0.28786
C  -0.96807  0.69628  0.43637
C  0.75778  0.67417  -0.45524
N  -2.12760  0.63224  -0.47640
N  1.96486  0.69786  0.41548
H  -1.94972  -1.48665  0.15097
H  2.18096  -1.25048  -0.58953
H  -0.95123  1.20026  1.38244
H  0.67810  1.35455  -1.28677

Computed properties:
LUMO energy	0.034	hartree
E_HOMO	-9.04	eV



C4H4N2 | wB97M-V/def2-TZVPD

Atoms and positions in Å:
C  0.73484  0.85361  -0.06276
C  1.44285  -0.30526  -0.14112
N  0.65331  -1.70228  -0.04356
N  -0.58668  -1.72568  0.13240
C  -1.43926  -0.36117  0.15685
C  -0.78385  0.82152  0.00814
H  1.09066  1.90073  -0.02644
H  2.51203  -0.56846  -0.24782
H  -2.49479  -0.66692  0.28308
H  -1.18642  1.84756  -0.08772

Computed properties:
LUMO energy	0.021	hartree
SMILES	c1ccnnc1
E_HOMO	-8.95	eV



C4H4N2O | wB97M-V/def2-TZVPD

Atoms and positions in Å:
N  -1.60088  0.43063  -1.67931
C  -0.72273  0.15209  -0.81938
C  -0.06028  1.23182  -0.06113
N  0.65112  1.05419  0.98942
C  0.78060  -0.27175  1.35624
C  0.46914  -1.34110  0.57737
O  -0.26013  -1.12330  -0.57264
H  -1.94883  -0.40916  -2.14228
H  -0.20049  2.24084  -0.43588
H  1.32222  -0.50323  2.26545
H  1.60146  -1.39673  0.54512

Computed properties:
LUMO energy (alpha / beta)	-0.024 / -0.024	hartree
SMILES	[H]/N=c1/cncco1
E_HOMO (alpha / beta)	-9.06 / -9.06	eV



C4H4N2O | wB97M-V/def2-TZVPD

Atoms and positions in Å:
C  -0.81962  1.17111  -1.20999
C  0.55321  -0.25773  -0.60046
C  0.65998  -1.30188  0.36585
C  -0.07519  0.74506  0.16569
H  -1.97689  0.73525  -1.26287
H  -0.54316  2.10399  -1.51704
H  0.93767  -2.45415  0.67153
H  0.92717  -0.77274  2.34019
N  0.34008  -0.69595  1.52643
N  -0.35038  0.55300  1.38171
O  0.34713  0.17405  -1.86103

Computed properties:
LUMO energy	0.030	hartree
SMILES	c1[nH]nc2c1OC2
E_HOMO	-8.42	eV



C4H4N2O | wB97M-V/def2-TZVPD

Atoms and positions in Å:
C  -0.11458  -0.10269  1.30719
C  -0.49027  -0.94484  0.13641
C  0.98011  1.00028  -0.47384
C  -0.53289  -0.15776  -1.29977
N  1.08619  0.36803  0.65105
N  0.50311  0.47907  -1.67975
O  -1.06802  -2.00570  0.19487
H  -0.82064  0.66179  1.63617
H  0.18841  -0.72197  2.15803
H  1.50245  1.94513  -0.58322
H  -1.23387  -0.52133  -2.04713

Computed properties:
LUMO energy (alpha / beta)	-0.036 / -0.036	hartree
SMILES	O=C1C=NC=NC1
E_HOMO (alpha / beta)	-8.54 / -8.54	eV



C4H4N2O | wB97M-V/def2-TZVPD

Atoms and positions in Å:
N  1.99812  -0.70047  1.61500
C  1.60750  -0.35096  0.58453
C  1.03038  0.10204  -0.69956
O  -0.17624  -0.55686  -1.00571
C  -1.15258  -0.48468  0.00699
C  -1.43082  0.90720  0.42227
N  -1.58012  2.00646  0.74830
H  1.72078  -0.12491  -1.51409
H  0.88745  1.19016  -0.64757
H  -2.05781  -0.93405  -0.40578
H  -0.84666  -1.05393  0.89563

Computed properties:
LUMO energy	0.022	hartree
SMILES	N#CCOCC#N
E_HOMO	-11.80	eV



C4H4N2O | wB97M-V/def2-TZVPD

Atoms and positions in Å:
O  -2.39162  -0.40299  0.40879
C  -1.26454  -0.09783  0.13983
C  0.03032  -0.61819  0.48226
C  1.21602  -0.35405  0.20880
N  1.44305  0.70999  -0.60479
C  0.28749  1.34866  -1.02298
N  -0.90911  1.01502  -0.70659
H  -0.55929  -2.18781  2.12843
H  -0.64968  -2.64055  1.54742
H  2.35534  1.02313  -0.90508
H  0.44202  2.20462  -1.67609

Computed properties:
LUMO energy	-0.022	hartree
SMILES	O=c1c#c[nH]cn1.[H][H]
E_HOMO	-9.99	eV



C4H4N2O | wB97M-V/def2-TZVPD

Atoms and positions in Å:
C  0.37066  1.15409  0.73318
C  -0.41276  -0.04532  -1.38447
C  -0.38947  -0.00747  0.15612
N  -1.39549  -0.53187  0.74351
C  1.07141  -1.23912  -0.43281
O  -0.86650  -0.24961  -2.41126
N  1.86770  -2.07757  -0.37027
H  -1.88071  -1.30709  0.30708
H  1.25753  1.39531  0.14804
H  -0.29225  2.02007  0.76527
H  0.66989  0.88859  1.74560

Computed properties:
LUMO energy	-0.049	hartree
E_HOMO	-9.80	eV



C4H4N2O | wB97M-V/def2-TZVPD

Atoms and positions in Å:
C  1.31761  -1.01728  -0.11384
C  0.01595  -1.22941  -0.15447
C  -1.14844  -0.25708  -0.06743
C  -0.78326  1.23148  -0.07594
H  1.64499  0.88558  0.68707
H  3.21953  0.10032  0.91567
H  1.99252  -1.93641  0.15039
H  -0.56592  -2.07719  -0.05454
N  2.11651  0.07383  -0.04661
N  0.10694  2.10069  -0.06685
O  -2.28331  -0.57003  0.19571

Computed properties:
LUMO energy	-0.030	hartree
E_HOMO	-9.80	eV



C4H4N2O | wB97M-V/def2-TZVPD

Atoms and positions in Å:
C  -1.05215  0.26381  0.22064
C  -0.19497  1.28615  0.23991
C  -0.43502  -0.95594  -0.04771
C  2.14361  0.35708  -0.59702
N  0.21209  -1.90423  -0.25404
N  3.26447  -0.25264  -0.44314
O  1.15834  0.79047  0.28352
H  -2.18711  0.09729  0.31629
H  -0.41260  2.40173  0.40352
H  1.93179  1.18288  -1.82037
H  3.78771  -0.00913  -1.35392

Computed properties:
LUMO energy	-0.005	hartree
E_HOMO	-9.95	eV